Below is a molecular structure, C32H24Cl84FNO3S, with properties calculated with the ωB97M-V functional and the def2-TZVPD basis.

Properties
DFT total energy ... -40667.97035 a.u.
HOMO energy ... -0.365 Eh
Total charge ... 0

Last column: Löwdin charge in e.
Atoms and positions in Å:
C1 1.89 2.12 7.28  -0.24
O1 1.35 1.66 6.06  -0.32
C2 -0.04 1.48 6.23  -0.25
C3 -0.76 1.61 4.89  -0.24
C4 -2.27 1.49 5.09  -0.20
C5 -3.08 1.42 3.77  -0.19
C6 -4.54 1.73 4.15  -0.26
C7 -5.62 1.20 3.21  -0.25
C8 -5.96 -0.31 3.39  -0.17
C9 -7.51 -0.52 3.44  -0.21
C10 -7.98 -1.56 2.44  -0.18
C11 -9.54 -1.60 2.44  -0.25
N1 -10.02 -2.82 3.16  -0.10
S1 -11.18 -3.55 2.23  0.57
O2 -12.48 -3.11 2.63  -0.27
O3 -10.91 -3.44 0.84  -0.29
F1 -11.05 -5.08 2.58  -0.14
H1 1.36 1.70 8.14  0.09
H2 1.80 3.21 7.34  0.09
H3 2.93 1.80 7.36  0.00
H4 -0.33 0.50 6.66  0.13
H5 -0.50 2.23 6.89  0.13
H6 -0.55 2.61 4.52  -0.02
H7 -0.36 0.91 4.16  0.10
H8 -2.60 2.39 5.62  0.12
H9 -2.48 0.61 5.71  0.12
H10 -3.03 0.41 3.33  0.12
H11 -2.72 2.09 2.99  0.05
H12 -4.57 2.81 4.28  0.01
H13 -4.65 1.28 5.15  0.11
H14 -6.45 1.69 3.45  0.01
H15 -5.45 1.39 2.17  0.07
H16 -5.55 -0.86 2.54  0.10
H17 -5.52 -0.75 4.29  0.11
H18 -7.73 -0.84 4.47  0.12
H19 -8.06 0.42 3.28  0.10
H20 -7.53 -1.39 1.46  0.11
H21 -7.64 -2.55 2.77  0.11
H22 -9.89 -1.55 1.41  0.03
H23 -9.93 -0.72 2.96  0.12
H24 -10.52 -2.51 3.98  0.11
C12 -11.29 0.07 -0.89  -2.00
Cl1 -12.09 1.35 -1.81  0.51
Cl2 -10.69 -1.18 -1.98  0.53
Cl3 -9.93 0.76 0.02  0.54
Cl4 -12.44 -0.63 0.24  0.59
C13 7.78 -5.09 2.38  -1.97
Cl5 6.94 -6.63 2.20  0.52
Cl6 9.56 -5.35 2.53  0.44
Cl7 7.44 -4.09 0.97  0.51
Cl8 7.19 -4.28 3.83  0.50
C14 0.12 3.96 1.86  -1.96
Cl9 1.01 5.20 0.97  0.47
Cl10 0.71 2.35 1.43  0.52
Cl11 0.34 4.24 3.57  0.64
Cl12 -1.60 4.03 1.47  0.53
C15 -2.15 8.36 0.39  -2.01
Cl13 -3.61 7.37 0.20  0.49
Cl14 -2.35 9.42 1.79  0.53
Cl15 -0.75 7.30 0.64  0.45
Cl16 -1.90 9.34 -1.06  0.52
C16 2.32 3.10 -2.31  -2.03
Cl17 3.07 2.95 -3.90  0.51
Cl18 1.92 1.51 -1.66  0.51
Cl19 3.46 3.91 -1.21  0.51
Cl20 0.85 4.06 -2.45  0.49
C17 10.31 -1.39 2.75  -1.99
Cl21 11.31 0.05 2.74  0.52
Cl22 8.79 -1.01 3.57  0.52
Cl23 9.99 -1.86 1.08  0.53
Cl24 11.10 -2.76 3.60  0.44
C18 -10.93 -2.27 -5.85  -2.02
Cl25 -10.18 -0.68 -6.06  0.47
Cl26 -12.62 -2.08 -5.39  0.54
Cl27 -10.84 -3.16 -7.38  0.53
Cl28 -10.07 -3.17 -4.60  0.48
C19 -8.32 4.32 -2.18  -1.98
Cl29 -9.77 3.30 -2.12  0.48
Cl30 -7.53 4.58 -0.58  0.48
Cl31 -7.14 3.55 -3.25  0.49
Cl32 -8.78 5.90 -2.84  0.50
C20 -6.11 -4.40 -5.35  -2.05
Cl33 -7.44 -3.75 -6.31  0.49
Cl34 -6.25 -6.16 -5.26  0.52
Cl35 -4.57 -3.96 -6.09  0.52
Cl36 -6.19 -3.72 -3.71  0.52
C21 4.80 -5.12 -2.39  -2.05
Cl37 4.43 -3.39 -2.28  0.52
Cl38 4.27 -5.93 -0.91  0.52
Cl39 3.96 -5.82 -3.78  0.52
Cl40 6.55 -5.33 -2.58  0.49
C22 4.10 2.06 4.15  -1.97
Cl41 4.31 3.42 3.04  0.53
Cl42 5.47 0.95 3.98  0.52
Cl43 4.01 2.65 5.81  0.67
Cl44 2.62 1.20 3.77  0.59
C23 7.18 -4.42 -6.67  -2.02
Cl45 6.40 -6.00 -6.82  0.53
Cl46 8.94 -4.64 -6.54  0.51
Cl47 6.81 -3.44 -8.09  0.50
Cl48 6.58 -3.60 -5.22  0.50
C24 -9.05 3.60 -6.97  -2.02
Cl49 -9.78 4.31 -8.41  0.54
Cl50 -9.42 4.59 -5.56  0.49
Cl51 -9.70 1.97 -6.72  0.47
Cl52 -7.30 3.51 -7.18  0.53
C25 14.89 -0.55 5.10  -2.03
Cl53 14.43 0.98 5.86  0.52
Cl54 15.80 -1.54 6.26  0.52
Cl55 13.44 -1.42 4.59  0.46
Cl56 15.91 -0.22 3.69  0.52
C26 10.03 -9.96 1.70  -2.04
Cl57 9.66 -8.24 1.84  0.47
Cl58 9.50 -10.80 3.17  0.52
Cl59 9.20 -10.65 0.30  0.52
Cl60 11.78 -10.17 1.51  0.52
C27 -5.56 5.16 2.88  -1.93
Cl61 -6.62 6.42 2.21  0.52
Cl62 -5.19 3.97 1.60  0.54
Cl63 -4.00 5.83 3.40  0.52
Cl64 -6.34 4.34 4.28  0.59
C28 9.65 -5.04 7.38  -2.03
Cl65 9.88 -6.69 7.98  0.53
Cl66 9.50 -5.06 5.62  0.45
Cl67 8.17 -4.36 8.08  0.53
Cl68 11.04 -4.05 7.84  0.53
C29 -2.68 6.17 -3.87  -2.02
Cl69 -4.15 5.23 -3.54  0.51
Cl70 -1.70 6.25 -2.40  0.47
Cl71 -1.75 5.39 -5.16  0.53
Cl72 -3.12 7.81 -4.36  0.53
C30 8.87 0.03 -8.34  -2.02
Cl73 9.17 -1.60 -7.73  0.44
Cl74 8.68 -0.03 -10.10  0.52
Cl75 7.39 0.67 -7.60  0.51
Cl76 10.23 1.08 -7.93  0.54
C31 12.67 -3.41 -9.21  -2.04
Cl77 11.34 -2.39 -9.77  0.49
Cl78 12.25 -5.11 -9.46  0.52
Cl79 14.14 -3.03 -10.12  0.53
Cl80 12.95 -3.11 -7.49  0.52
C32 3.27 3.71 -8.31  -2.05
Cl81 1.74 2.85 -8.56  0.52
Cl82 3.21 4.61 -6.79  0.50
Cl83 4.60 2.55 -8.26  0.50
Cl84 3.53 4.83 -9.65  0.53

Below is C4H11NO in the gas phase, with properties calculated with the ωB97M-V functional and the def2-TZVPD basis.

Properties
DFT total energy ... -288.93932 a.u.
Energy relative to the best compared isomer or geometry (same formula, charge and spin) ... 2.1141 eV
HOMO energy ... -0.354 Eh
SMILES ... NCCCCO
Total charge ... 0

Last column: Löwdin charge in e.
Atoms and positions in Å:
N1 0.85 -1.09 2.62  -0.02
C1 0.70 -1.27 1.16  -0.30
C2 0.22 -0.02 0.44  -0.22
C3 -0.77 -0.28 -0.69  -0.20
C4 -1.08 0.83 -1.72  -0.26
O1 0.03 1.73 -1.76  -0.08
H1 1.82 -1.27 2.91  0.06
H2 1.19 -0.11 2.69  0.06
H3 -0.01 -2.03 0.82  0.10
H4 1.64 -1.69 0.77  0.11
H5 -0.19 0.67 1.19  0.12
H6 0.99 0.46 -0.16  0.10
H7 -0.32 -1.07 -1.31  0.11
H8 -1.68 -0.71 -0.28  0.11
H9 -1.23 0.40 -2.72  0.11
H10 -2.08 1.27 -1.58  0.11
H11 -0.36 2.60 -1.86  0.09

Below is 2 unconnected molecules or ions with the total composition C4H15N2O2, with properties calculated with the ωB97M-V functional and the def2-TZVPD basis.

Properties
DFT total energy ... -421.22499 a.u.
Energy relative to the best compared isomer or geometry (same formula, charge and spin) ... 2.2925 eV
Spin multiplicity ... 2
HOMO energy (spin up / spin down) ... -0.109 / -0.340 Eh
Total charge ... 0

Last column: Löwdin charge in e.
Atoms and positions in Å:
N1 -1.34 1.12 -2.19  0.03
C1 -2.34 0.47 -1.21  -0.24
C2 -1.62 0.00 0.06  -0.20
N2 -0.78 1.16 0.45  -0.10
C3 0.59 0.97 0.90  -0.23
C4 1.65 0.50 -0.10  -0.28
O1 1.64 1.13 -1.37  -0.14
H1 -1.23 0.53 -3.04  0.04
H2 -0.47 1.12 -1.68  0.04
H3 -1.40 2.19 -2.32  0.04
H4 -3.13 1.18 -1.03  0.08
H5 -2.70 -0.35 -1.79  0.07
H6 -2.32 -0.34 0.86  0.12
H7 -1.00 -0.85 -0.10  0.10
H8 -1.16 1.93 0.98  0.11
H9 0.79 2.03 1.21  0.13
H10 0.76 0.36 1.79  0.11
H11 1.55 -0.58 -0.38  0.12
H12 2.64 0.60 0.39  0.12
H13 2.49 1.59 -1.41  0.09
H14 2.30 -5.56 2.90  0.03
H15 2.95 -4.50 3.77  0.03
O2 2.13 -4.71 3.31  -0.06

Below is 15 unconnected molecules or ions with the total composition C67H156N9O23, with properties calculated with the ωB97M-V functional and the def2-TZVPD basis.

Properties
DFT total energy ... -4868.65556 a.u.
HOMO energy ... -0.390 Eh
Total charge ... +3

Last column: Löwdin charge in e.
Atoms and positions in Å:
C1 1.02 1.19 3.59  -0.10
C2 1.75 2.57 3.53  -0.20
C3 1.31 3.44 4.68  -0.12
N1 1.93 4.84 4.51  -0.21
C4 3.48 4.78 4.34  -0.08
C5 4.26 4.29 5.55  -0.15
C6 3.90 5.20 6.77  -0.19
C7 2.40 5.20 7.07  -0.16
C8 1.54 5.56 5.83  -0.09
C9 1.23 5.57 3.34  0.03
H1 -0.02 1.38 3.35  0.05
H2 0.88 0.68 4.55  0.06
H3 1.39 0.47 2.87  0.05
H4 1.47 2.92 2.53  0.09
H5 2.80 2.28 3.50  0.12
H6 1.57 2.92 5.61  0.13
H7 0.23 3.62 4.65  0.13
H8 3.88 4.48 3.37  0.14
H9 3.68 5.85 4.41  0.13
H10 4.07 3.25 5.80  0.11
H11 5.35 4.26 5.45  0.13
H12 4.38 4.82 7.67  0.11
H13 4.31 6.20 6.61  0.12
H14 2.20 4.21 7.48  0.11
H15 2.24 5.81 7.96  0.12
H16 0.49 5.34 6.04  0.13
H17 1.60 6.62 5.61  0.13
H18 1.70 6.52 3.10  0.11
H19 0.19 5.70 3.66  0.10
H20 1.32 5.00 2.41  0.08
C10 -2.17 -0.58 4.51  -0.05
C11 -1.47 -1.64 5.38  -0.23
C12 -2.34 -2.84 5.53  -0.13
N2 -1.65 -4.18 5.95  -0.21
C13 -2.83 -5.21 6.07  -0.10
C14 -2.42 -6.63 6.15  -0.17
C15 -1.45 -7.11 5.07  -0.14
C16 -0.34 -6.02 4.80  -0.15
C17 -0.87 -4.63 4.72  -0.15
C18 -0.82 -4.11 7.26  0.08
H21 -2.98 -0.07 5.03  0.10
H22 -2.43 -1.00 3.54  0.08
H23 -1.49 0.25 4.32  0.05
H24 -1.13 -1.30 6.36  0.12
H25 -0.49 -1.84 4.95  0.10
H26 -2.84 -3.01 4.58  0.13
H27 -3.10 -2.63 6.28  0.14
H28 -3.46 -5.07 5.19  0.14
H29 -3.47 -4.79 6.85  0.14
H30 -3.19 -7.40 6.25  0.14
H31 -1.87 -6.74 7.08  0.11
H32 -1.91 -7.32 4.10  0.10
H33 -1.14 -8.14 5.27  0.12
H34 0.36 -6.30 4.01  0.10
H35 0.33 -5.95 5.65  0.11
H36 -1.58 -4.58 3.89  0.13
H37 -0.08 -3.97 4.36  0.13
H38 0.07 -3.50 7.11  0.11
H39 -0.57 -5.13 7.55  0.10
H40 -1.59 -3.63 7.86  0.11
C19 -1.06 8.25 2.06  -0.08
C20 -1.88 8.07 0.76  -0.20
C21 -1.93 6.58 0.24  -0.08
N3 -2.84 6.42 -1.01  -0.23
C22 -2.56 5.05 -1.58  -0.08
C23 -3.00 3.82 -0.62  -0.11
C24 -4.48 3.93 -0.16  -0.16
C25 -4.80 5.34 0.34  -0.16
C26 -4.37 6.55 -0.56  -0.04
C27 -2.52 7.46 -2.07  0.02
H41 -0.17 7.63 2.11  0.05
H42 -1.68 8.01 2.92  0.08
H43 -0.67 9.25 2.22  0.08
H44 -1.34 8.70 0.05  0.11
H45 -2.88 8.49 0.81  0.10
H46 -2.29 5.88 0.98  0.12
H47 -0.90 6.35 -0.04  0.14
H48 -1.50 5.07 -1.80  0.12
H49 -3.09 4.98 -2.53  0.12
H50 -2.40 3.79 0.28  0.11
H51 -2.82 2.98 -1.29  0.10
H52 -4.57 3.25 0.69  0.09
H53 -5.21 3.57 -0.89  0.12
H54 -4.43 5.51 1.35  0.11
H55 -5.88 5.47 0.40  0.12
H56 -4.52 7.51 -0.06  0.12
H57 -5.02 6.48 -1.44  0.13
H58 -3.03 7.24 -3.01  0.11
H59 -1.45 7.55 -2.23  0.12
H60 -2.81 8.44 -1.70  0.10
C28 -4.21 -9.48 -1.53  -0.11
C29 -2.78 -9.06 -1.53  -0.22
C30 -2.56 -7.84 -0.54  -0.07
N4 -1.14 -7.11 -0.70  -0.23
C31 -0.06 -8.20 -0.45  -0.08
C32 1.26 -7.46 -0.07  -0.15
C33 1.20 -6.33 0.92  -0.19
C34 0.20 -5.22 0.61  -0.15
C35 -1.18 -5.87 0.27  -0.07
C36 -0.86 -6.56 -2.09  0.03
H61 -4.26 -10.50 -1.92  0.09
H62 -4.89 -8.87 -2.13  0.09
H63 -4.62 -9.45 -0.53  0.08
H64 -2.60 -8.78 -2.57  0.12
H65 -2.18 -9.90 -1.18  0.11
H66 -2.55 -8.11 0.51  0.12
H67 -3.25 -7.03 -0.80  0.11
H68 -0.40 -8.76 0.42  0.13
H69 0.06 -8.88 -1.30  0.14
H70 1.93 -8.26 0.21  0.13
H71 1.72 -7.05 -0.97  0.12
H72 1.03 -6.65 1.95  0.09
H73 2.17 -5.85 0.98  0.10
H74 -0.02 -4.53 1.43  0.10
H75 0.50 -4.56 -0.20  0.09
H76 -1.50 -6.36 1.19  0.11
H77 -1.95 -5.18 -0.08  0.11
H78 0.05 -5.96 -2.06  0.11
H79 -1.70 -5.90 -2.30  0.09
H80 -0.70 -7.33 -2.84  0.11
C37 6.40 2.01 -4.23  0.05
N5 5.12 2.48 -5.03  -0.26
C38 3.78 1.80 -4.56  0.01
C39 4.85 3.98 -4.61  0.04
C40 5.38 2.11 -6.53  -0.06
C41 4.84 3.18 -7.53  -0.22
O1 3.43 3.04 -7.57  -0.07
H81 7.17 2.72 -4.55  0.11
H82 6.55 0.93 -4.23  0.11
H83 6.16 2.28 -3.20  0.09
H84 3.00 2.12 -5.25  0.09
H85 3.47 2.12 -3.57  0.08
H86 3.92 0.72 -4.59  0.09
H87 4.88 3.97 -3.52  0.10
H88 3.95 4.31 -5.13  0.09
H89 5.73 4.58 -4.83  0.10
H90 4.99 1.10 -6.68  0.13
H91 6.46 2.05 -6.61  0.12
H92 5.18 2.99 -8.54  0.13
H93 5.18 4.18 -7.29  0.12
H94 3.05 3.47 -8.34  0.10
C42 -4.41 -4.01 -1.35  0.00
N6 -4.88 -2.67 -0.68  -0.28
C43 -6.01 -3.04 0.22  -0.01
C44 -3.71 -2.12 0.19  0.03
C45 -5.17 -1.72 -1.90  -0.06
C46 -6.00 -0.49 -1.59  -0.24
O2 -5.17 0.41 -0.95  -0.05
H95 -3.59 -3.62 -1.96  0.08
H96 -5.14 -4.55 -1.95  0.11
H97 -4.13 -4.75 -0.60  0.07
H98 -6.83 -3.43 -0.40  0.12
H99 -6.21 -2.22 0.90  0.10
H100 -5.69 -3.84 0.88  0.10
H101 -3.97 -1.12 0.55  0.06
H102 -2.84 -1.95 -0.45  0.09
H103 -3.51 -2.89 0.94  0.10
H104 -5.62 -2.37 -2.65  0.14
H105 -4.19 -1.36 -2.24  0.11
H106 -6.90 -0.74 -1.02  0.12
H107 -6.41 -0.07 -2.51  0.13
H108 -5.11 0.18 -0.02  0.03
C47 1.44 -0.02 -2.64  0.03
N7 0.76 -0.20 -1.25  -0.24
C48 0.42 -1.67 -1.01  0.03
C49 1.84 0.27 -0.21  0.08
C50 -0.48 0.68 -1.20  -0.06
C51 -1.17 0.94 0.18  -0.25
O3 -1.61 -0.08 0.98  -0.09
H109 2.14 -0.83 -2.84  0.09
H110 1.91 0.96 -2.76  0.08
H111 0.65 -0.10 -3.38  0.10
H112 1.25 -2.30 -0.69  0.07
H113 0.19 -2.08 -2.00  0.09
H114 -0.43 -1.86 -0.35  0.08
H115 2.16 1.24 -0.58  0.09
H116 2.65 -0.45 -0.12  0.09
H117 1.21 0.35 0.68  0.08
H118 -1.26 0.22 -1.80  0.12
H119 -0.16 1.63 -1.64  0.12
H120 -2.12 1.42 -0.04  0.10
H121 -0.56 1.60 0.80  0.11
H122 -2.33 0.33 1.47  0.03
C52 5.96 -2.31 3.28  0.03
N8 5.65 -3.01 1.95  -0.34
C53 6.86 -2.82 0.99  0.04
C54 5.51 -4.52 2.14  0.04
C55 4.51 -2.29 1.25  -0.07
C56 3.11 -2.49 1.93  -0.24
O4 3.02 -1.46 2.82  -0.05
H123 5.21 -2.70 3.97  0.10
H124 5.92 -1.23 3.13  0.11
H125 6.96 -2.68 3.53  0.10
H126 7.16 -1.77 1.04  0.12
H127 6.74 -3.25 -0.01  0.11
H128 7.65 -3.39 1.47  0.10
H129 6.34 -4.80 2.78  0.11
H130 5.48 -4.77 1.08  0.11
H131 4.52 -4.78 2.53  0.08
H132 4.51 -2.77 0.27  0.11
H133 4.76 -1.23 1.19  0.15
H134 2.77 -3.48 2.23  0.11
H135 2.44 -2.25 1.10  0.08
H136 2.66 -1.85 3.62  0.09
C57 -2.34 4.98 -6.83  0.04
N9 -1.90 3.48 -6.56  -0.29
C58 -2.88 2.69 -7.45  0.00
C59 -0.47 3.23 -6.97  0.04
C60 -2.24 3.20 -5.08  -0.08
C61 -1.74 1.84 -4.52  -0.25
O5 -2.11 0.71 -5.22  -0.06
H137 -2.06 5.61 -5.98  0.09
H138 -3.43 4.93 -6.82  0.09
H139 -2.12 5.36 -7.83  0.11
H140 -3.86 2.71 -6.98  0.11
H141 -2.66 1.63 -7.42  0.09
H142 -2.73 2.98 -8.49  0.11
H143 -0.59 3.74 -7.92  0.10
H144 -0.27 2.15 -6.98  0.11
H145 0.20 3.68 -6.24  0.10
H146 -3.31 3.36 -4.96  0.12
H147 -1.75 3.95 -4.45  0.09
H148 -2.02 1.65 -3.48  0.11
H149 -0.65 1.85 -4.41  0.10
H150 -2.33 -0.02 -4.63  0.04
O6 -0.79 -2.34 -5.14  0.14
C62 -1.58 -2.58 -4.11  -0.90
O7 -1.76 -3.71 -3.62  -0.04
O8 -2.26 -1.65 -3.68  -0.04
H151 -0.36 -3.18 -4.94  0.10
O9 1.10 3.67 -0.42  0.03
C63 2.47 3.71 -0.29  -0.89
O10 3.17 3.64 -1.26  0.01
O11 3.11 3.78 0.78  -0.03
H152 1.00 3.60 -1.37  0.03
O12 2.17 5.36 -3.59  0.10
C64 0.94 4.97 -3.83  -0.93
O13 0.55 3.91 -3.28  -0.07
O14 0.26 5.65 -4.54  0.01
H153 2.46 4.70 -2.97  0.06
O15 -5.46 1.83 3.31  0.12
C65 -4.77 1.07 2.47  -0.87
O16 -3.66 1.50 2.18  -0.03
O17 -5.30 0.02 2.04  -0.04
H154 -4.92 2.62 3.30  0.10
O18 4.26 0.14 -2.28  0.03
C66 5.28 0.50 -1.54  -0.96
O19 5.17 1.48 -0.79  -0.02
O20 6.34 -0.13 -1.64  -0.03
H155 4.74 -0.53 -2.78  0.10
O21 3.04 -3.24 -3.13  0.07
C67 3.72 -3.78 -2.11  -0.87
O22 3.09 -4.26 -1.13  -0.08
O23 4.97 -3.81 -2.15  -0.02
H156 3.84 -3.08 -3.64  0.10